[1]
The following is a DFT calculation (wB97M-V/def2-TZVPD) of C47H53N6OOsP as an isolated structure at a distorted geometry.

The geometry in XYZ format:
```
109
Properties=species:S:1:pos:R:3:forces:R:3:lowdin_spin:R:1
Os -0.080916 0.112286 0.294623 -0.3416 0.6389 0.5024 2.44
C -0.754983 0.931968 3.840267 0.0977 0.0529 0.0163 0.01
C -1.866582 0.073592 3.333383 -0.2865 0.0076 0.3164 0.01
C -2.954239 -0.204412 4.171183 0.0004 -0.1187 -0.3260 0.01
C -4.004823 -0.950499 3.677746 0.1704 0.0909 0.0372 0.00
C -3.951872 -1.408693 2.366345 0.3603 0.0979 -0.3708 0.00
C -2.838907 -1.107363 1.583181 -0.3729 0.1666 0.7112 0.01
N -1.823929 -0.381465 2.085417 0.4291 -0.2071 -0.5324 0.13
C -2.719543 -1.545270 0.178457 -0.2112 -0.2178 -0.2387 0.00
C -3.785271 -2.203929 -0.447122 0.2784 0.0331 -0.1654 0.00
C -3.665728 -2.638433 -1.754097 0.0532 0.1711 0.2375 0.00
C -2.448481 -2.474988 -2.393065 0.3951 0.1638 0.2955 0.00
C -1.407881 -1.836206 -1.721937 -0.6635 -0.2250 -0.1016 0.00
N -1.560024 -1.321844 -0.476485 0.1299 0.1130 0.0082 0.01
C -0.093197 -1.698270 -2.362384 0.4516 0.7309 0.1649 0.03
C 0.440856 -2.841700 -3.177743 -0.2133 -0.0234 -0.2927 0.03
C 1.787577 -2.562718 -3.868076 0.2250 -0.4385 -0.2186 0.04
C 2.311957 -1.205265 -3.658063 -0.2414 0.8242 0.8206 0.04
C 1.795789 -0.372836 -2.728111 1.1737 -0.4259 -1.1323 0.01
C 2.430070 0.922339 -2.373167 0.0655 0.1938 -0.0316 0.00
N 0.596474 -0.644885 -2.077277 -1.3439 -0.7652 0.4509 0.11
H -0.346444 0.533026 4.768377 0.0491 -0.0179 0.0359 0.00
H -1.142303 1.923321 4.083672 0.0836 0.0619 -0.0334 0.00
H 0.047733 1.015797 3.106740 0.0087 0.0467 0.0446 0.00
H -2.957893 0.173642 5.182634 -0.0239 0.0376 0.0717 0.00
H -4.865918 -1.170760 4.291165 -0.0426 -0.0287 0.0666 0.00
H -4.776773 -1.980873 1.977442 -0.0458 -0.0689 0.0219 0.00
H -4.707641 -2.372604 0.081949 -0.0424 0.0279 0.0173 0.00
H -4.493467 -3.106736 -2.264120 -0.1019 -0.0612 -0.0079 0.00
H -2.321934 -2.811056 -3.409314 0.0674 -0.0869 -0.0694 0.00
H -0.322372 -3.292616 -3.811427 0.0938 0.0424 0.0439 0.00
H 1.838480 -2.863528 -4.915604 -0.0701 0.0003 0.1131 0.00
H 3.197875 -0.921108 -4.206507 0.0862 0.1509 -0.0834 0.00
H 2.471460 1.588736 -3.236120 -0.0456 0.0783 0.0878 0.00
H 3.455937 0.764518 -2.041713 0.0571 0.1158 0.0901 0.00
H 1.855810 1.392668 -1.577297 0.1370 0.1115 -0.1154 0.00
C 1.867346 4.023405 -1.309851 -0.1430 -0.0270 0.0615 0.00
C 0.642694 3.677279 -0.457829 0.0795 -0.1876 0.0767 0.00
C -0.199441 4.939359 -0.265098 0.0487 -0.2780 -0.0834 0.00
C 0.976999 3.071235 0.932458 -0.5741 0.6430 -0.3573 0.00
C 2.180912 3.732587 1.618869 -0.7200 0.8654 -0.0427 0.00
O 3.047290 2.647714 1.896238 0.4319 -0.6967 0.0335 0.03
C 2.507124 1.513202 1.532800 -0.4801 0.0209 -0.0687 0.03
N 1.325052 1.617002 0.949921 -0.1418 -0.7727 -0.1403 0.03
C 3.311271 0.349630 1.923185 0.5867 -0.3309 0.1307 0.00
C 4.572633 0.664914 2.465670 -0.2164 0.0844 -0.1002 0.00
C 5.410335 -0.301369 2.987851 -0.0449 -0.2392 -0.0345 0.00
C 5.013589 -1.630283 2.986107 0.0303 0.1434 -0.0086 0.00
C 3.788048 -1.970539 2.433484 -0.1193 0.0584 -0.1739 0.00
C 2.935614 -1.009697 1.885895 -0.2632 0.0699 -0.1529 0.01
P 1.403672 -1.663670 1.136224 0.6173 -0.0601 0.7315 0.02
C 0.872003 -2.988223 2.286830 -0.2593 0.0786 -0.2065 0.00
C 0.248991 -2.631971 3.483392 0.0142 0.1420 -0.2407 0.00
C -0.136997 -3.602722 4.390455 0.0238 -0.1059 -0.0033 0.00
C 0.100453 -4.945890 4.121472 0.0246 0.2242 -0.0800 0.00
C 0.746840 -5.306962 2.947801 0.0106 -0.1434 0.1257 0.00
C 1.138636 -4.341453 2.039032 -0.0281 0.2976 -0.1221 0.01
C 1.976523 -2.636251 -0.298779 1.2065 0.6009 0.0572 0.10
C 3.294447 -2.548511 -0.877092 -1.1004 0.3968 1.7190 0.14
C 3.568624 -3.118535 -2.070157 -0.1187 -0.7076 -1.5699 0.25
C 2.504674 -3.652944 -2.940614 0.0926 -0.1566 -0.1929 0.03
C 1.151335 -3.919129 -2.251481 -0.0293 -0.1682 0.1561 0.04
C 1.039685 -3.444701 -0.861835 -0.5463 -0.5672 -0.9391 0.24
H 2.198386 5.043845 -1.128820 0.1111 0.0297 0.1042 0.00
H 1.608434 3.980311 -2.365544 0.0265 -0.0499 -0.0801 0.00
H 2.702177 3.351942 -1.130799 0.2084 -0.0516 -0.0725 0.00
H 0.034740 2.926027 -0.980784 0.1765 0.1733 0.0366 0.00
H 0.363221 5.694950 0.276268 0.0664 0.1469 0.1105 0.00
H -1.115217 4.744768 0.286077 -0.1965 -0.0262 0.0954 0.00
H -0.457868 5.365456 -1.231357 -0.0422 0.0608 -0.0685 0.00
H 0.081506 3.190496 1.554611 0.1313 -0.0485 -0.0345 0.00
H 1.932395 4.214803 2.568476 0.0455 -0.1123 -0.1464 0.00
H 2.711719 4.454589 0.992947 -0.0782 -0.2054 0.0773 0.00
H 4.899749 1.692949 2.486886 -0.0219 -0.0193 0.0319 0.00
H 6.364750 -0.011958 3.400244 0.0759 0.0121 0.0398 0.00
H 5.648827 -2.396571 3.408485 0.0123 -0.0211 0.0092 0.00
H 3.492196 -3.011229 2.421840 -0.0267 -0.0430 0.0678 0.00
H 0.084029 -1.589163 3.702708 -0.0494 0.0989 0.1009 0.00
H -0.623018 -3.317151 5.310378 -0.0154 0.0453 0.1066 0.00
H -0.201675 -5.700439 4.830239 -0.0307 -0.0938 0.0640 0.00
H 0.959928 -6.347520 2.748302 0.0207 -0.0369 -0.0183 0.00
H 1.670944 -4.652029 1.151406 0.0355 -0.1064 0.0135 0.01
H 4.079855 -2.095105 -0.290224 0.0947 0.1755 -0.0075 0.00
H 4.581485 -3.143453 -2.447810 0.1713 0.0656 0.0249 0.01
H 2.875185 -4.473258 -3.555413 -0.0036 -0.0655 0.1408 0.01
H 0.746578 -4.920326 -2.405888 -0.0016 0.0264 0.0904 0.01
H 0.095595 -3.618529 -0.358260 -0.0133 -0.0559 0.1017 0.00
C -3.703555 4.313318 -2.750312 -0.0242 -0.2700 -0.0916 0.00
C -3.942915 2.832471 -2.441162 -0.6502 0.8270 -0.1420 0.00
N -2.813480 2.155575 -1.817142 0.3986 -0.2052 0.8552 0.04
C -1.991709 1.347102 -2.697278 0.4733 -0.2693 -0.2961 0.01
C -1.444574 2.103763 -3.903989 -0.0653 -0.0867 0.2281 0.00
C -2.600044 2.216674 -0.508326 -0.4639 0.0605 -0.8356 0.01
C -3.550166 3.020766 0.323780 -0.1398 0.1372 0.1190 0.00
N -1.599680 1.612492 0.118095 1.0637 -0.6887 0.9713 0.05
H -4.608461 4.716538 -3.195720 -0.0732 0.0753 -0.0610 0.00
H -2.893609 4.447602 -3.458632 0.1049 0.0368 -0.0914 0.00
H -3.485196 4.904774 -1.866607 0.0339 0.0252 0.1002 0.00
H -4.172428 2.307886 -3.369377 0.0079 -0.0841 0.1320 0.00
H -4.817048 2.749236 -1.793238 0.0492 -0.1605 -0.1261 0.00
H -2.602750 0.510333 -3.058406 0.0238 0.0009 0.1309 0.00
H -1.163572 0.940502 -2.109124 -0.2364 0.1086 -0.1983 0.00
H -2.240922 2.458630 -4.552103 -0.0022 0.0539 -0.0687 0.00
H -0.827393 1.428288 -4.491825 0.0651 -0.0592 -0.0670 0.00
H -0.834072 2.949637 -3.597610 0.0542 0.1080 0.0174 0.00
H -4.544861 2.575278 0.293701 -0.0344 -0.0400 0.0012 0.00
H -3.646976 4.040954 -0.040910 0.0067 -0.0229 0.0123 0.00
H -3.236685 3.057985 1.364171 0.0541 -0.0061 0.0119 0.00
H -1.641074 1.889472 1.100143 -0.0906 0.1036 -0.3993 0.00
```
Forces are in eV/Å.

**Molecular weight**: 939.19 g/mol
**Energy above the lowest of the compared OMol25 structures with the same formula, charge and spin**: 1.36 kJ/mol
**Charge**: +4
**Multiplicity**: 5
**HOMO energy (alpha / beta)**: -18.788 / -18.727 eV
**Orbital gap (alpha / beta)**: 7.185 / 4.877 eV
**⟨S²⟩**: 6.0354

[2]
The following is a DFT calculation (wB97M-V/def2-TZVPD) of a 2-piece molecular cluster, C47H54N3O overall at a distorted geometry.

The geometry in XYZ format:
```
105
Properties=species:S:1:pos:R:3:forces:R:3:mulliken_charge:R:1
C -1.629544 -1.184779 5.875093 -0.1823 0.4136 -0.3792 -0.75
O -2.124234 -0.031409 5.155486 0.6224 -0.0659 -0.1456 -0.47
C -1.406774 0.435366 4.097922 0.1130 -0.1187 -0.3218 0.34
C -0.310586 -0.257625 3.531326 -0.6521 0.0935 0.7456 -0.41
C 0.331982 0.279331 2.432465 -0.1012 0.7348 -0.6895 -0.45
C -0.103051 1.480527 1.834131 -0.4590 -0.5825 1.4933 0.43
C 0.582438 1.993147 0.667634 -1.4269 0.3948 -1.0975 -1.03
N -0.117586 2.552821 -0.395086 2.5713 0.0623 -0.7197 1.79
C -1.523649 2.417575 -0.674917 -1.3953 0.1289 -0.3995 -0.13
C -2.265303 3.544326 -1.062479 -0.0567 0.5397 0.5845 0.55
C -1.592402 4.836848 -1.519425 0.4144 -0.2946 0.0012 1.00
C -1.499732 5.847368 -0.381315 -0.0614 0.0900 0.1588 -1.31
C -2.253836 5.424209 -2.767334 -0.0765 -0.1559 0.0804 -1.67
C -3.661154 3.494215 -0.943140 0.0113 -0.3860 -0.2413 -0.47
C -4.301674 2.302221 -0.609905 0.0367 0.0781 0.2252 -1.42
C -3.564822 1.132980 -0.414323 0.2198 0.3354 -0.3608 -0.42
C -2.172747 1.165066 -0.514190 0.5218 -0.3036 -0.0213 -0.21
C -1.393373 -0.153754 -0.596337 0.2631 0.4464 0.7014 2.24
C -1.239217 -0.604046 -2.046404 -0.1502 0.1466 -0.2015 -1.62
C -1.995591 -1.251553 0.275955 -0.0066 -0.1147 0.0629 -2.01
N 0.739709 3.088946 -1.286444 0.8018 -1.9178 0.8357 -1.47
N 1.983002 2.769800 -0.850492 -2.1509 -0.3206 0.8002 2.05
C 3.107372 3.169207 -1.672342 0.5750 0.3219 -0.6807 -0.85
C 3.340615 4.538233 -1.888054 -0.0861 0.4200 0.3123 0.40
C 2.489447 5.577238 -1.170470 -0.4573 -0.2485 -0.2338 2.48
C 2.314300 6.888343 -1.936561 0.0799 -0.0389 -0.0324 -1.88
C 3.000582 5.791013 0.248306 0.1794 0.0522 0.1603 -1.26
C 4.384593 4.931709 -2.726374 0.2051 -0.3059 0.0433 -0.47
C 5.205236 3.973329 -3.327206 -0.1779 -0.0355 -0.0618 -1.36
C 4.918850 2.619162 -3.166312 0.0715 0.2510 0.1856 -0.23
C 3.860000 2.201611 -2.353320 -0.3298 -0.3588 -0.1945 0.06
C 3.453155 0.732136 -2.350076 0.0698 0.1600 0.3252 1.85
C 4.643360 -0.199006 -2.136268 0.0797 -0.0558 0.1572 -1.57
C 2.690768 0.360409 -3.624931 -0.0973 0.1525 -0.1057 -1.49
C 1.918685 2.050998 0.367460 -0.6737 1.1182 -0.2613 0.00
C 2.955900 1.436981 1.125506 2.3636 -0.7281 0.3577 -0.48
C -1.202468 2.168503 2.423445 0.7064 -0.2055 -0.7651 0.10
C -1.840802 1.665804 3.529570 -0.0083 -0.8496 0.6241 -1.13
H -2.314716 -1.272617 6.719460 0.2270 -0.1409 -0.1207 0.27
H -1.669817 -2.086481 5.245868 -0.0509 0.2395 0.1862 0.30
H -0.597930 -1.027074 6.226808 -0.3247 0.0436 -0.0872 0.31
H 0.016875 -1.220603 3.942357 -0.1545 0.5414 -0.2269 0.38
H 1.175869 -0.246259 1.987978 -0.2554 -0.0287 0.1416 0.68
H -0.574027 4.554734 -1.811208 -0.4403 0.3747 0.0066 0.04
H -0.995961 5.403381 0.488260 -0.0860 0.1464 -0.0862 0.27
H -0.928789 6.731455 -0.695514 -0.1649 -0.1569 0.0890 0.38
H -2.504578 6.167509 -0.069748 0.2663 -0.0158 -0.0157 0.34
H -2.302382 4.660655 -3.552206 -0.0901 0.2065 0.0652 0.40
H -3.269214 5.777367 -2.547531 0.2115 -0.0003 -0.1731 0.32
H -1.656503 6.264000 -3.141006 -0.1778 -0.1069 0.0879 0.43
H -4.246730 4.403127 -1.119247 0.2436 -0.4390 -0.0523 0.36
H -5.386309 2.265919 -0.521609 0.2248 0.0914 0.0118 0.42
H -4.070854 0.184691 -0.204704 0.2198 0.4376 -0.2107 0.37
H -0.387552 0.044486 -0.211517 -0.1085 -0.1669 -0.1130 -0.85
H -0.763562 0.182564 -2.644260 -0.0858 -0.1526 0.0057 0.34
H -0.620001 -1.506779 -2.107200 -0.1346 0.1333 0.0324 0.41
H -2.224329 -0.820663 -2.479708 0.2200 0.0164 0.0000 0.36
H -2.247140 -0.869532 1.272350 0.0083 -0.0914 -0.1576 0.39
H -2.899150 -1.667130 -0.189415 0.1828 0.0141 0.1726 0.49
H -1.268893 -2.064453 0.402420 -0.2124 0.1032 -0.0805 0.36
H 1.488538 5.137448 -1.101593 0.1324 0.2812 0.0835 -1.06
H 1.992535 6.686663 -2.966137 0.0954 0.1240 0.1767 0.45
H 1.538038 7.493952 -1.449500 0.2556 -0.0850 -0.1010 0.37
H 3.244155 7.471675 -1.961261 -0.2464 -0.0494 -0.0147 0.46
H 3.084430 4.830960 0.772669 0.0180 0.1855 0.0198 0.22
H 3.995898 6.255982 0.228042 -0.2045 -0.0887 0.0698 0.33
H 2.318428 6.437786 0.811852 0.1465 -0.0785 -0.0654 0.35
H 4.570989 5.995371 -2.903651 -0.0884 -0.4583 0.1216 0.28
H 6.046708 4.285679 -3.953845 -0.3600 -0.1228 0.2204 0.37
H 5.520748 1.865618 -3.682436 -0.2429 0.3364 0.1709 0.32
H 2.777830 0.610955 -1.497877 0.0326 -0.2455 -0.1301 -0.86
H 5.142814 0.034721 -1.188766 0.0174 -0.0348 -0.1730 0.35
H 4.296843 -1.238354 -2.090987 0.1040 0.1552 -0.0614 0.43
H 5.376180 -0.113432 -2.949537 -0.1751 -0.1087 0.2142 0.35
H 1.789006 0.976615 -3.731935 0.1510 -0.1116 -0.0504 0.32
H 3.315112 0.512237 -4.517546 -0.1522 -0.0530 0.2289 0.35
H 2.387544 -0.693459 -3.586740 0.0583 0.2069 -0.0361 0.39
H 3.861970 2.021678 1.350288 -0.0528 -0.6657 -1.1872 0.47
H 2.961944 0.338684 1.019361 0.5870 0.9414 -0.4683 0.06
H -1.549032 3.097961 1.966665 0.0624 -0.2178 0.1977 0.50
H -2.696659 2.173647 3.980561 0.3288 -0.1630 -0.1495 0.50
C 3.695121 0.511271 3.207663 -2.0352 0.7882 1.8515 -0.28
C 3.510969 -0.932441 3.005979 -0.0732 -1.3222 -0.8575 -0.08
C 2.756745 -1.748799 3.895326 0.3425 0.7599 -0.4426 -0.17
C 2.559330 -3.095315 3.601884 0.1328 -0.0472 -0.2579 -0.68
C 3.111331 -3.655930 2.439595 0.0006 0.2001 -0.0908 -0.61
C 3.908005 -2.879796 1.589597 -0.1246 -0.0966 0.1953 -0.88
C 4.124369 -1.537884 1.888770 -0.2920 0.2422 0.4284 0.05
C 4.814901 0.915572 4.030005 1.2544 0.6109 -0.0760 1.00
C 4.759993 2.107511 4.806856 -0.1233 -0.3232 -0.2535 -0.41
C 5.725637 2.405455 5.761423 0.1571 -0.0383 -0.1651 -0.78
C 6.828509 1.558133 5.933360 -0.3939 -0.1832 -0.3130 -0.38
C 6.924352 0.390609 5.161770 -0.0590 0.0929 -0.0478 -0.82
C 5.951310 0.071667 4.217805 -0.4018 0.1925 0.1058 -0.27
H 2.788211 1.120234 3.313259 0.4218 -0.7069 0.7688 0.38
H 2.350095 -1.301018 4.810119 0.0861 -0.1976 -0.4243 0.53
H 1.953290 -3.716203 4.268857 0.2815 0.2324 -0.2158 0.45
H 2.910837 -4.698326 2.187658 0.0979 0.2850 0.1427 0.42
H 4.356204 -3.300575 0.685340 -0.1719 0.0250 0.3867 0.45
H 4.751810 -0.909478 1.252448 -0.1748 -0.2859 0.0488 0.62
H 3.909976 2.773367 4.664895 0.1384 -0.0862 0.0627 0.41
H 5.636111 3.307598 6.370920 -0.0078 -0.2936 -0.2520 0.38
H 7.595322 1.800430 6.669660 -0.2213 -0.1086 -0.2045 0.40
H 7.763831 -0.288836 5.310601 -0.2063 0.2054 -0.0632 0.39
H 6.017800 -0.870918 3.666189 0.0306 0.4054 0.1895 0.39
```
Forces are in eV/Å.

**Molecular weight**: 676.97 g/mol
**Energy above the lowest of the compared OMol25 structures with the same formula, charge and spin**: 49.16 kJ/mol
**Charge**: +1
**HOMO energy**: -9.824 eV
**Orbital gap**: 5.816 eV

Question: molecular weight of number 2 (C47H54N3O)?
Answer: 676.97 g/mol

Question: What is the formula in the first record?
Answer: C47H53N6OOsP

Question: charge of number 1 (C47H53N6OOsP)?
Answer: +4

Question: What is the formula in the second record?
Answer: C47H54N3O